[1]
2 unconnected molecules or ions with the total composition C3H9NS2 in a non-equilibrium geometry. Source: the Open Molecules 2025 dataset; level of theory: the ωB97M-V functional and the def2-TZVPD basis.

Calculated values
gap between HOMO and LUMO: 0.3165 hartree
LUMO energy: 0.50 eV

XYZ file:
```
15
C3H9NS2 | the Open Molecules 2025 dataset | the ωB97M-V functional and the def2-TZVPD basis
C -0.327 -1.207 -2.814
C -0.503 -0.899 -1.521
N -1.665 -0.341 -1.024
H -1.047 -0.884 -3.559
H 0.375 -1.950 -3.156
H 0.272 -1.053 -0.780
H -2.443 -0.334 -1.665
H -1.644 0.069 -0.117
C 1.825 0.586 2.333
S 0.115 0.638 3.065
S -0.731 2.029 1.831
H 2.271 1.513 2.687
H 1.656 0.573 1.266
H 2.437 -0.172 2.815
H -0.591 1.433 0.639
```

Results of the natural (NBO) charge analysis, in e, for atoms 1 through 6: C -0.5515; C 0.0204; N -0.8266; H 0.1844; H 0.2077; H 0.1818



[2]
2 unconnected molecules or ions with the total composition C3H9NS2 in a non-equilibrium geometry. Source: the Open Molecules 2025 dataset; level of theory: the ωB97M-V functional and the def2-TZVPD basis.

Calculated values
gap between HOMO and LUMO: 0.3381 hartree
LUMO energy: 0.35 eV

XYZ file:
```
15
C3H9NS2 | the Open Molecules 2025 dataset | the ωB97M-V functional and the def2-TZVPD basis
C -0.319 2.463 0.167
N 0.017 2.293 1.368
C -0.898 1.709 2.332
H 0.381 2.247 -0.639
H -1.358 2.768 -0.041
H -1.804 2.284 2.540
H -1.163 0.723 1.952
H -0.368 1.564 3.270
C 1.005 -1.156 0.780
S -0.420 -1.539 -0.302
S 0.620 -0.999 -2.048
H 1.492 -0.252 0.440
H 0.635 -1.139 1.807
H 1.681 -2.013 0.794
H -0.237 -0.029 -2.369
```

Results of the natural (NBO) charge analysis, in e, for atoms 1 through 6: C -0.0338; N -0.4208; C -0.4447; H 0.1739; H 0.1283; H 0.1845



[3]
C3H9NS2 in the gas phase in a non-equilibrium geometry. Source: the Open Molecules 2025 dataset; level of theory: the ωB97M-V functional and the def2-TZVPD basis.

Calculated values
gap between HOMO and LUMO: 0.2755 hartree
LUMO energy: -1.38 eV

XYZ file:
```
15
C3H9NS2 | the Open Molecules 2025 dataset | the ωB97M-V functional and the def2-TZVPD basis
C -2.263 1.582 -0.486
S -1.140 0.777 0.683
S 0.288 0.022 -1.270
C 0.554 -1.439 -0.393
C 1.187 -1.324 1.052
N 2.376 -0.517 1.030
H -1.807 2.496 -0.905
H -2.333 0.747 -1.255
H -3.164 2.040 0.066
H 1.037 -2.095 -1.075
H -0.369 -1.954 0.050
H 1.524 -2.266 1.486
H 0.375 -0.805 1.644
H 2.159 0.449 1.100
H 2.711 -0.708 0.032
```

Results of the natural (NBO) charge analysis, in e, for atoms 1 through 6: C -0.7830; S 0.0600; S 0.1486; C -0.6479; C -0.2190; N -0.8273



[4]
2 unconnected molecules or ions with the total composition C3H9NS2 in a non-equilibrium geometry. Source: the Open Molecules 2025 dataset; level of theory: the ωB97M-V functional and the def2-TZVPD basis.

Calculated values
gap between HOMO and LUMO: 0.3180 hartree
LUMO energy: 0.65 eV

XYZ file:
```
15
C3H9NS2 | the Open Molecules 2025 dataset | the ωB97M-V functional and the def2-TZVPD basis
C 0.508 1.774 -1.254
N 1.069 0.875 -0.565
C 2.104 1.074 0.385
H -0.248 1.355 -1.928
H 0.168 2.797 -1.094
H 2.124 0.189 1.051
H 2.025 1.978 1.108
H 3.035 1.272 -0.137
C -2.107 -0.781 -0.031
S -0.967 -1.523 1.244
S -1.038 -3.549 0.783
H -1.640 0.173 -0.310
H -3.103 -0.545 0.332
H -2.033 -1.361 -0.948
H 0.103 -3.729 1.366
```

Results of the natural (NBO) charge analysis, in e, for atoms 1 through 6: C -0.0725; N -0.3783; C -0.4537; H 0.1473; H 0.1570; H 0.2114



[5]
2 unconnected molecules or ions with the total composition C3H9NS2 in a non-equilibrium geometry. Source: the Open Molecules 2025 dataset; level of theory: the ωB97M-V functional and the def2-TZVPD basis.

Calculated values
gap between HOMO and LUMO: 0.3035 hartree
LUMO energy: 0.14 eV

XYZ file:
```
15
C3H9NS2 | the Open Molecules 2025 dataset | the ωB97M-V functional and the def2-TZVPD basis
C -1.305 -1.723 -0.284
N -0.915 -0.553 0.020
C -1.859 0.523 0.319
H -1.039 -2.572 0.338
H -2.001 -1.983 -1.118
H -2.776 0.395 -0.286
H -1.360 1.433 0.019
H -2.189 0.525 1.372
C 1.884 1.103 0.547
S 3.204 0.392 -0.407
S 2.290 -1.181 -1.449
H 1.261 0.585 1.266
H 1.154 1.739 0.030
H 2.492 1.772 1.201
H 1.159 -0.456 -1.567
```

Results of the natural (NBO) charge analysis, in e, for atoms 1 through 6: C 0.0390; N -0.4811; C -0.4224; H 0.1644; H 0.1216; H 0.1682



[6]
C3H9NS2 in the gas phase in a non-equilibrium geometry. Source: the Open Molecules 2025 dataset; level of theory: the ωB97M-V functional and the def2-TZVPD basis.

Calculated values
gap between HOMO and LUMO: 0.3350 hartree
LUMO energy: 0.89 eV

XYZ file:
```
15
C3H9NS2 | the Open Molecules 2025 dataset | the ωB97M-V functional and the def2-TZVPD basis
C -2.718 -0.654 0.950
S -2.160 0.817 -0.103
S -1.089 0.261 -1.609
C 0.593 -0.330 -1.021
C 1.531 0.731 -0.462
N 2.055 0.220 0.857
H -1.798 -1.077 1.245
H -3.335 -0.336 1.798
H -3.334 -1.170 0.234
H 1.052 -0.671 -1.947
H 0.385 -1.173 -0.368
H 1.228 1.765 -0.493
H 2.368 0.927 -1.223
H 2.892 -0.349 0.745
H 2.332 1.038 1.396
```

Results of the natural (NBO) charge analysis, in e, for atoms 1 through 6: C -0.7156; S 0.0366; S 0.0767; C -0.5310; C -0.2557; N -0.8402



[7]
2 unconnected molecules or ions with the total composition C3H9NS2 in a non-equilibrium geometry. Source: the Open Molecules 2025 dataset; level of theory: the ωB97M-V functional and the def2-TZVPD basis.

Calculated values
gap between HOMO and LUMO: 0.3409 hartree
LUMO energy: 0.60 eV

XYZ file:
```
15
C3H9NS2 | the Open Molecules 2025 dataset | the ωB97M-V functional and the def2-TZVPD basis
C 0.028 -1.135 -4.731
N -0.607 -2.127 -4.276
C 0.084 -3.436 -4.643
H -0.155 -0.106 -4.409
H 0.797 -1.184 -5.494
H 1.144 -3.238 -4.785
H -0.011 -4.091 -3.786
H -0.425 -3.789 -5.528
C -0.410 2.202 4.141
S -0.013 0.678 3.196
S 0.264 1.358 1.305
H -1.093 2.770 3.494
H -0.957 1.956 5.055
H 0.473 2.749 4.443
H 1.527 0.993 1.015
```

Results of the natural (NBO) charge analysis, in e, for atoms 1 through 6: C -0.0679; N -0.3734; C -0.4485; H 0.1668; H 0.1316; H 0.1795



[8]
2 unconnected molecules or ions with the total composition C3H9NS2 in a non-equilibrium geometry. Source: the Open Molecules 2025 dataset; level of theory: the ωB97M-V functional and the def2-TZVPD basis.

Calculated values
total charge: +1
gap between HOMO and LUMO (spin up / spin down): 0.2893 / 0.1596 hartree
<S²>: 0.75
LUMO energy (spin up / spin down): -5.15 / -8.65 eV
2S+1: 2

XYZ file:
```
15
C3H9NS2 | the Open Molecules 2025 dataset | the ωB97M-V functional and the def2-TZVPD basis
C -1.021 -1.276 1.611
S 0.551 -2.169 1.415
S 0.702 -2.536 -0.645
H -1.090 -0.496 0.850
H -0.936 -0.796 2.584
H -1.858 -1.955 1.566
H -0.425 -3.262 -0.831
C 1.469 1.271 -0.563
C -0.772 1.850 -1.096
N 0.072 1.420 -0.277
H 1.986 1.949 0.132
H 1.878 1.512 -1.549
H 1.773 0.270 -0.278
H -1.798 2.058 -0.793
H -0.530 2.159 -2.125
```

Results of the natural (NBO) charge analysis, in e, for atoms 1 through 6: C -0.7773; S 0.5824; S 0.1467; H 0.3012; H 0.2784; H 0.2679



Here are the calculated calculated total energy numbers, same order: -26416.365, -26415.696, -26415.158, -26415.358, -26414.706, -26416.630, -26416.043, -26407.813 (eV).